Record 1
The following is a quantum chemistry calculation of a cluster of 10 separate species, C26H70N5O11 in total in a non-equilibrium geometry, from the OMol25 dataset.

Output
LUMO, eV: -3.517
HOMO, eV: -11.480
Gap between HOMO and LUMO, eV: 7.96
Electronic energy, a.u.: -2133.376868

The geometry in ORCA input format:
```
! wB97M-V def2-TZVPD RIJCOSX def2/J DEFGRID3
* xyz 1 1
C 0.312 1.289 4.112
C 0.413 0.688 2.575
O 0.329 -0.794 2.663
N 0.544 -1.333 1.442
C -0.257 -1.008 0.199
N 0.228 -1.772 -1.020
C 1.338 -2.593 -0.349
N 1.994 -3.467 -1.180
C 3.079 -4.367 -0.632
C 4.489 -3.615 -0.267
O 4.872 -2.403 -0.682
N 5.447 -4.359 0.656
C 5.818 -5.724 0.121
C 4.820 -4.598 2.024
N 1.515 -2.303 1.127
H -0.377 2.244 4.043
H 1.408 1.566 4.443
H -0.186 0.463 4.778
H -0.519 1.128 1.992
H 1.445 0.961 2.068
H -1.137 -0.217 0.310
H 1.673 -3.520 -2.192
H 3.351 -5.221 -1.417
H 2.637 -4.955 0.307
H 6.549 -5.699 -0.798
H 4.913 -6.414 -0.153
H 6.396 -6.281 1.004
H 4.113 -3.701 2.371
H 5.620 -4.885 2.850
H 4.120 -5.555 1.891
H 2.238 -2.748 1.748
C -0.391 1.458 -3.426
C 0.066 2.561 -2.493
O -0.067 2.141 -1.143
H -1.435 1.193 -3.226
H -0.298 1.767 -4.471
H 0.202 0.551 -3.273
H -0.543 3.458 -2.634
H 1.113 2.822 -2.678
H 0.484 1.349 -1.027
C -2.556 5.755 -4.429
C -1.257 5.429 -5.137
O -1.191 4.038 -5.414
H -2.636 5.191 -3.494
H -2.620 6.823 -4.204
H -3.415 5.472 -5.046
H -0.401 5.693 -4.508
H -1.175 5.979 -6.079
H -1.950 3.816 -5.980
C -3.985 2.749 1.349
C -4.047 1.651 0.307
O -3.438 2.092 -0.898
H -4.494 3.649 0.990
H -4.454 2.427 2.283
H -2.947 3.030 1.554
H -5.086 1.389 0.089
H -3.529 0.752 0.653
H -2.514 2.315 -0.695
C 0.369 7.484 -1.130
C -0.096 8.369 -2.268
O -1.412 8.005 -2.659
H 0.354 6.431 -1.430
H 1.384 7.749 -0.820
H -0.299 7.579 -0.268
H 0.562 8.255 -3.135
H -0.096 9.422 -1.972
H -1.989 8.118 -1.885
C 1.761 -8.766 -2.751
C 3.238 -8.481 -2.927
O 3.638 -7.435 -2.053
H 1.169 -7.869 -2.958
H 1.436 -9.567 -3.422
H 1.544 -9.060 -1.719
H 3.448 -8.166 -3.954
H 3.839 -9.369 -2.710
H 3.456 -7.728 -1.144
C -5.725 2.624 5.661
C -4.485 1.792 5.403
O -3.322 2.554 5.691
H -5.716 3.528 5.043
H -6.631 2.053 5.439
H -5.761 2.952 6.705
H -4.442 1.486 4.354
H -4.480 0.893 6.026
H -3.366 2.814 6.627
C -3.029 11.527 -1.018
C -1.874 11.292 -0.067
O -0.787 12.141 -0.406
H -2.722 11.334 -2.051
H -3.874 10.876 -0.773
H -3.362 12.569 -0.973
H -1.530 10.255 -0.131
H -2.169 11.494 0.967
H -1.100 13.059 -0.338
C 1.571 -1.079 7.511
C 0.567 -2.204 7.655
O -0.551 -1.967 6.813
H 1.113 -0.119 7.772
H 2.437 -1.245 8.158
H 1.915 -0.997 6.475
H 0.210 -2.269 8.687
H 1.014 -3.166 7.384
H -0.224 -1.920 5.898
C 0.749 -12.865 -5.642
C 1.206 -11.762 -4.709
O 1.073 -12.182 -3.359
H -0.295 -13.129 -5.442
H 0.842 -12.556 -6.686
H 1.342 -13.772 -5.489
H 0.597 -10.865 -4.850
H 2.253 -11.501 -4.894
H 1.624 -12.974 -3.243
*
```

Results of the Mulliken charge analysis, in e, for atoms 1 through 99: atom 1 (C): -0.77, atom 2 (C): 0.30, atom 3 (O): -0.23, atom 4 (N): 0.25, atom 5 (C): -0.08, atom 6 (N): -0.50, atom 7 (C): 0.11, atom 8 (N): -0.03, atom 9 (C): -0.38, atom 10 (C): 0.34, atom 11 (O): -0.52, atom 12 (N): -0.02, atom 13 (C): -0.62, atom 14 (C): -0.57, atom 15 (N): -0.04, atom 16 (H): 0.33, atom 17 (H): 0.27, atom 18 (H): 0.14, atom 19 (H): -0.11, atom 20 (H): 0.26, atom 21 (H): 0.36, atom 22 (H): 0.36, atom 23 (H): 0.26, atom 24 (H): 0.31, atom 25 (H): 0.26, atom 26 (H): 0.16, atom 27 (H): 0.33, atom 28 (H): 0.04, atom 29 (H): 0.30, atom 30 (H): 0.27, atom 31 (H): 0.26, atom 32 (C): -1.09, atom 33 (C): 0.07, atom 34 (O): -0.50, atom 35 (H): 0.21, atom 36 (H): 0.35, atom 37 (H): 0.41, atom 38 (H): -0.05, atom 39 (H): 0.34, atom 40 (H): 0.23, atom 41 (C): -0.75, atom 42 (C): -0.25, atom 43 (O): -0.48, atom 44 (H): 0.11, atom 45 (H): 0.16, atom 46 (H): 0.44, atom 47 (H): 0.18, atom 48 (H): 0.33, atom 49 (H): 0.29, atom 50 (C): -0.84, atom 51 (C): -0.19, atom 52 (O): -0.47, atom 53 (H): 0.32, atom 54 (H): 0.17, atom 55 (H): 0.28, atom 56 (H): 0.36, atom 57 (H): 0.10, atom 58 (H): 0.26, atom 59 (C): -0.83, atom 60 (C): -0.35, atom 61 (O): -0.45, atom 62 (H): 0.13, atom 63 (H): 0.36, atom 64 (H): 0.29, atom 65 (H): 0.33, atom 66 (H): 0.23, atom 67 (H): 0.29, atom 68 (C): -0.38, atom 69 (C): -0.38, atom 70 (O): -0.45, atom 71 (H): 0.27, atom 72 (H): -0.26, atom 73 (H): 0.37, atom 74 (H): 0.29, atom 75 (H): 0.27, atom 76 (H): 0.24, atom 77 (C): -1.06, atom 78 (C): -0.10, atom 79 (O): -0.51, atom 80 (H): 0.27, atom 81 (H): 0.32, atom 82 (H): 0.38, atom 83 (H): 0.13, atom 84 (H): 0.29, atom 85 (H): 0.30, atom 86 (C): -1.00, atom 87 (C): -0.05, atom 88 (O): -0.52, atom 89 (H): 0.25, atom 90 (H): 0.31, atom 91 (H): 0.39, atom 92 (H): 0.02, atom 93 (H): 0.30, atom 94 (H): 0.31, atom 95 (C): -0.89, atom 96 (C): -0.20, atom 97 (O): -0.48, atom 98 (H): 0.24, atom 99 (H): 0.35



Record 2
The following is a quantum chemistry calculation of a cluster of 14 separate species, C26H72N8O34S6 in total in a non-equilibrium geometry, from the OMol25 dataset.

Output
LUMO, eV: -1.023
HOMO, eV: -10.753
Relative energy (zero: lowest compared OMol25 entry of this formula, charge and spin), kcal per mole: 105.11
Gap between HOMO and LUMO, eV: 9.73
Electronic energy, a.u.: -6418.189094

The geometry in ORCA input format:
```
! wB97M-V def2-TZVPD RIJCOSX def2/J DEFGRID3
* xyz 0 1
O -4.517 -6.626 -3.892
S -5.662 -5.778 -3.483
O -6.842 -6.430 -2.880
O -5.174 -4.487 -2.530
C -4.007 -3.758 -2.886
C -4.077 -2.593 -2.000
C -6.167 -4.933 -4.962
H -4.068 -3.418 -3.919
H -3.141 -4.420 -2.874
H -4.297 -2.886 -0.974
H -4.813 -1.876 -2.364
H -3.131 -2.058 -1.917
H -6.673 -4.006 -4.693
H -6.946 -5.521 -5.447
H -5.256 -4.902 -5.561
O -1.238 -7.967 -3.977
S -1.156 -7.967 -2.539
O -0.155 -8.771 -1.784
O -1.036 -6.390 -2.053
C -0.853 -6.197 -0.621
C -1.327 -4.833 -0.230
C -2.848 -8.375 -1.886
H 0.236 -6.245 -0.610
H -1.236 -7.041 -0.049
H -0.798 -4.488 0.659
H -2.406 -4.841 -0.072
H -1.041 -4.211 -1.078
H -2.944 -9.398 -1.523
H -3.531 -8.307 -2.732
H -3.105 -7.670 -1.095
O 1.893 4.722 -4.786
S 3.077 4.737 -3.913
O 3.238 5.863 -2.988
O 3.247 3.330 -3.101
C 3.018 2.163 -3.707
C 2.693 1.110 -2.580
C 4.596 4.654 -5.008
H 3.870 1.803 -4.283
H 2.140 2.256 -4.346
H 1.930 0.375 -2.832
H 2.279 1.495 -1.648
H 3.558 0.546 -2.230
H 5.424 4.896 -4.342
H 4.565 5.366 -5.833
H 4.658 3.621 -5.349
O 0.080 -0.484 -1.027
S -0.187 -0.447 0.391
O 0.019 -1.681 1.179
O 0.605 0.811 1.136
C 0.664 0.815 2.535
C 1.721 1.813 2.971
C -1.958 0.202 0.734
H 0.941 -0.184 2.871
H -0.260 1.086 3.045
H 1.372 2.829 2.791
H 2.626 1.674 2.381
H 1.938 1.763 4.038
H -2.744 -0.356 0.226
H -1.964 1.229 0.368
H -2.282 0.213 1.775
O -2.381 4.434 -6.572
S -2.283 4.136 -5.122
O -3.473 4.019 -4.247
O -1.409 2.677 -4.972
C -1.224 2.154 -3.728
C -2.210 0.935 -3.587
C -1.041 5.295 -4.422
H -1.412 2.787 -2.861
H -0.200 1.812 -3.577
H -3.166 1.326 -3.936
H -2.360 0.517 -2.592
H -2.025 0.120 -4.287
H -1.511 6.168 -3.969
H -0.534 5.683 -5.306
H -0.401 4.770 -3.713
O 3.916 4.547 6.801
S 3.826 5.443 5.664
O 2.683 6.369 5.474
O 5.218 6.383 5.678
C 5.351 7.407 4.685
C 6.659 7.199 3.939
C 4.113 4.521 4.065
H 5.238 8.361 5.201
H 4.494 7.380 4.012
H 6.968 7.858 3.128
H 6.541 6.164 3.619
H 7.545 7.179 4.575
H 4.949 3.838 4.209
H 4.121 5.196 3.209
H 3.223 3.898 3.979
C -1.652 -2.950 3.642
N -2.896 -3.568 3.052
O -3.593 -4.233 3.786
O -3.138 -3.362 1.857
H -0.837 -3.380 3.060
H -1.546 -3.301 4.668
H -1.696 -1.877 3.455
C -0.463 -1.090 6.829
N 0.890 -1.538 6.414
O 1.103 -1.843 5.228
O 1.765 -1.601 7.304
H -0.525 -1.134 7.917
H -1.189 -1.764 6.375
H -0.633 -0.054 6.538
C -5.319 -0.839 1.974
N -6.374 -0.363 1.035
O -6.065 -0.314 -0.150
O -7.462 0.004 1.457
H -4.946 -1.773 1.553
H -5.759 -1.019 2.955
H -4.589 -0.041 2.109
C -5.613 3.296 -1.519
N -4.191 2.887 -1.275
O -3.272 3.680 -1.287
O -4.020 1.707 -1.042
H -6.191 3.036 -0.632
H -5.960 2.850 -2.450
H -5.498 4.380 -1.537
C 5.234 -0.296 1.523
N 5.803 1.065 1.651
O 6.759 1.221 2.345
O 5.220 2.009 1.076
H 4.144 -0.306 1.503
H 5.513 -0.889 2.394
H 5.658 -0.623 0.573
C 2.226 -2.907 -1.509
N 3.271 -3.430 -0.560
O 2.864 -4.307 0.241
O 4.375 -3.014 -0.610
H 2.122 -1.833 -1.354
H 1.298 -3.477 -1.467
H 2.435 -3.226 -2.530
C 2.102 -3.896 3.123
N 3.151 -2.904 3.133
O 2.836 -1.755 2.845
O 4.269 -3.359 3.548
H 1.662 -3.915 4.120
H 2.496 -4.909 3.038
H 1.386 -3.594 2.358
C 2.460 4.264 0.020
N 1.049 4.415 -0.242
O 0.656 4.099 -1.359
O 0.359 4.862 0.671
H 2.914 4.997 0.687
H 3.071 4.212 -0.882
H 2.572 3.298 0.512
*
```

Results of the Mulliken charge analysis, in e, for atoms 1 through 99: atom 1 (O): -0.60, atom 2 (S): 1.12, atom 3 (O): -0.65, atom 4 (O): -0.30, atom 5 (C): -0.11, atom 6 (C): -0.92, atom 7 (C): -1.04, atom 8 (H): 0.43, atom 9 (H): 0.21, atom 10 (H): 0.15, atom 11 (H): 0.43, atom 12 (H): 0.12, atom 13 (H): 0.35, atom 14 (H): 0.39, atom 15 (H): 0.34, atom 16 (O): -0.60, atom 17 (S): 1.17, atom 18 (O): -0.63, atom 19 (O): -0.29, atom 20 (C): -0.69, atom 21 (C): -0.20, atom 22 (C): -0.75, atom 23 (H): 0.26, atom 24 (H): 0.66, atom 25 (H): -0.25, atom 26 (H): 0.39, atom 27 (H): 0.01, atom 28 (H): 0.39, atom 29 (H): 0.24, atom 30 (H): 0.26, atom 31 (O): -0.57, atom 32 (S): 1.17, atom 33 (O): -0.64, atom 34 (O): -0.07, atom 35 (C): -0.52, atom 36 (C): -1.05, atom 37 (C): -1.01, atom 38 (H): 0.29, atom 39 (H): 0.50, atom 40 (H): 0.29, atom 41 (H): 0.05, atom 42 (H): 0.53, atom 43 (H): 0.33, atom 44 (H): 0.36, atom 45 (H): 0.31, atom 46 (O): -0.50, atom 47 (S): 0.60, atom 48 (O): -0.08, atom 49 (O): 0.29, atom 50 (C): 0.26, atom 51 (C): -1.42, atom 52 (C): -1.15, atom 53 (H): -0.04, atom 54 (H): 0.18, atom 55 (H): 0.48, atom 56 (H): 0.01, atom 57 (H): 0.55, atom 58 (H): 0.33, atom 59 (H): 0.43, atom 60 (H): 0.22, atom 61 (O): -0.64, atom 62 (S): 1.09, atom 63 (O): -0.52, atom 64 (O): -0.48, atom 65 (C): 0.89, atom 66 (C): -1.10, atom 67 (C): -0.56, atom 68 (H): 0.05, atom 69 (H): -0.32, atom 70 (H): 0.41, atom 71 (H): 0.00, atom 72 (H): 0.41, atom 73 (H): 0.42, atom 74 (H): 0.35, atom 75 (H): -0.03, atom 76 (O): -0.59, atom 77 (S): 1.15, atom 78 (O): -0.60, atom 79 (O): -0.36, atom 80 (C): -0.31, atom 81 (C): -0.94, atom 82 (C): -0.43, atom 83 (H): 0.37, atom 84 (H): 0.33, atom 85 (H): 0.34, atom 86 (H): 0.20, atom 87 (H): 0.29, atom 88 (H): 0.39, atom 89 (H): 0.20, atom 90 (H): -0.04, atom 91 (C): -0.37, atom 92 (N): 0.86, atom 93 (O): -0.56, atom 94 (O): -0.44, atom 95 (H): 0.01, atom 96 (H): 0.28, atom 97 (H): 0.14, atom 98 (C): -0.69, atom 99 (N): 0.71



Look up the LUMO of the first one.
-3.517 eV